Entry 1:
Density functional theory data (ωB97M-V/def2-TZVPD) for C9H10N4 in the gas phase in a non-equilibrium geometry.

For the max |F|, the calculation gives 0.0828 hartree/bohr. The orbital gap is 0.309 Ha. The HOMO energy is -8.08 eV. The value obtained for the calculated total energy is -567.9450 a.u. The structure (SMILES) is Cc1nc2ccc(N)nc2nc1C.

```
! wB97M-V def2-TZVPD RIJCOSX def2/J DEFGRID3
* xyz 0 1
C -3.05909 1.15404 0.11388
C -1.70367 0.64475 -0.01715
N -0.69358 1.40042 -0.19506
C 0.55529 0.87476 -0.10096
C 1.73297 1.65667 -0.09960
C 2.97816 1.10043 0.03566
C 2.92468 -0.35908 0.15836
N 4.08555 -0.98520 -0.07065
N 1.89400 -1.15739 -0.10791
C 0.70066 -0.51140 -0.06928
N -0.37560 -1.39801 -0.10775
C -1.57418 -0.88592 -0.10333
C -2.76299 -1.72213 0.03464
H -3.02296 2.04702 -0.45305
H -3.19369 1.43434 1.18414
H -3.78978 0.45159 -0.34086
H 1.63371 2.69960 -0.08568
H 3.82578 1.80610 -0.06906
H 4.95063 -0.59334 0.11575
H 4.21551 -1.86092 0.35632
H -3.41486 -1.69125 -0.83866
H -2.37320 -2.70870 -0.05702
H -3.53330 -1.39639 0.71730
*
```

Entry 2:
Density functional theory data (ωB97M-V/def2-TZVPD) for a molecular structure, C24H25CrN3O9S in a non-equilibrium geometry.

For the max |F|, the calculation gives 0.0808 hartree/bohr. The orbital gap (alpha / beta) is 0.194 / 0.263 Ha. The HOMO energy (alpha / beta) is -6.39 / -8.27 eV. The value obtained for the calculated total energy is -3213.6611 a.u. The expectation value of S² is 6.010.

```
! wB97M-V def2-TZVPD RIJCOSX def2/J DEFGRID3
* xyz 0 5
Cr 9.75933 11.31961 10.91514
O 9.84060 11.67542 12.80672
C 11.19616 11.79511 13.32727
C 12.26802 11.77719 12.13301
O 13.38327 12.22026 12.35026
O 11.79629 11.26999 10.97427
C 11.34897 13.08154 14.15802
C 11.35131 13.15203 15.53504
C 11.55179 14.36984 16.21743
C 11.66627 15.54918 15.52578
C 11.59381 15.51561 14.13333
C 11.47126 14.32014 13.48021
C 11.46151 10.51726 14.12488
C 10.51228 9.48145 14.32289
C 10.87798 8.36673 15.07092
C 12.12462 8.27932 15.67466
C 13.02859 9.32562 15.54387
C 12.69516 10.41378 14.77883
H 9.00725 12.64902 12.99006
H 11.12548 12.28397 16.16344
H 11.70756 14.34229 17.31288
H 11.74806 16.52774 16.05079
H 11.67522 16.43937 13.55522
H 11.49365 14.32532 12.37753
H 9.49327 9.52578 13.89324
H 10.14125 7.55584 15.19363
H 12.40132 7.37844 16.25945
H 14.00905 9.28710 16.03107
H 13.43399 11.16559 14.57073
C 9.91559 11.92047 6.49273
S 10.74884 11.87611 8.04419
C 12.08770 10.79544 7.69445
O 9.71993 11.01149 8.93882
H 9.56135 10.88112 6.25629
H 10.57531 12.33395 5.69355
H 9.03078 12.53392 6.64232
H 12.55176 11.06464 6.72333
H 11.71540 9.73823 7.73836
H 12.77714 10.95189 8.54713
N 11.05502 8.45495 10.33901
C 9.80922 8.39018 10.76104
N 9.21391 7.18013 10.78732
O 9.14865 9.42743 11.19645
H 11.59690 7.63139 10.10954
H 11.57656 9.32316 10.42031
H 9.67829 6.36987 10.31624
H 8.24243 7.11362 11.01050
O 8.33179 13.62858 12.91066
C 8.37033 13.91801 11.66649
O 8.83099 13.08623 10.77789
C 7.72902 15.18451 11.26797
C 7.01710 15.93742 12.21794
C 6.31293 17.06899 11.89366
C 6.35636 17.52331 10.56190
C 7.05468 16.79489 9.57791
C 7.71115 15.65580 9.91979
N 5.49002 18.60222 10.18503
O 4.78148 19.09628 11.10516
O 5.50146 18.96068 9.00521
H 7.04122 15.58460 13.24060
H 5.77059 17.64027 12.67073
H 7.11373 17.21393 8.56841
H 8.32412 15.10501 9.18844
*
```

Entry 3:
Density functional theory data (ωB97M-V/def2-TZVPD) for C8H8N2OS in the gas phase in a non-equilibrium geometry.

For the max |F|, the calculation gives 0.0618 hartree/bohr. The orbital gap (alpha / beta) is 0.270 / 0.260 Ha. The HOMO energy (alpha / beta) is -8.54 / -8.54 eV. The value obtained for the calculated total energy is -892.3667 a.u.

```
! wB97M-V def2-TZVPD RIJCOSX def2/J DEFGRID3
* xyz 0 1
C 1.08749 -1.35078 2.61644
C 1.99476 -1.83375 1.62331
C 0.12971 -0.46622 2.29452
C 1.93480 -1.38065 0.35680
C -1.07205 0.77950 0.62813
C -0.03350 0.04937 0.94306
C 0.98471 -0.37705 -0.07669
C -2.18187 1.49080 -2.11627
N 1.06679 0.00838 -1.28123
N -0.95103 1.79005 -1.47245
O 0.12004 0.62462 -3.48114
S 0.46334 1.27158 -2.22459
H 1.18187 -1.71287 3.62981
H 2.73690 -2.56323 1.90803
H -0.55934 -0.08840 3.03259
H 2.62647 -1.71430 -0.39998
H -2.00619 1.17012 0.94249
H -3.01111 1.84642 -1.50266
H -2.19746 2.02882 -3.06987
H -2.31433 0.42760 -2.35030
*
```